Here is one molecule with the formula C6H10INS from the Open Molecules 2025 dataset. Energies are from ωB97M-V/def2-TZVPD.

Frontier orbital gap   8.5 eV
Strongest force on any atom   0.09668 Eh/bohr
Charge   0
Relative energy (zero: lowest compared OMol25 entry of this formula, charge and spin)   0.187 eV

Positions of all 19 atoms, in Å:
C: -2.034 0.757 0.228
C: -0.693 0.100 0.370
N: -0.406 -0.365 1.528
C: 0.898 -0.891 1.897
C: 2.039 -0.468 1.002
S: 1.586 -0.900 -0.643
C: 0.212 0.230 -0.794
C: -0.399 -0.140 -2.422
I: 0.792 2.445 -0.975
H: -2.240 1.316 1.208
H: -2.848 0.014 0.010
H: -2.033 1.499 -0.586
H: 0.887 -1.949 1.838
H: 0.976 -0.436 2.912
H: 2.335 0.535 1.229
H: 2.852 -1.034 1.355
H: -1.606 -0.030 -2.437
H: -0.355 -1.208 -2.581
H: 0.037 0.524 -3.140

For reference, the Löwdin charges in units of e are: atom 1 (C): -0.09, atom 2 (C): -0.52, atom 3 (N): 0.07, atom 4 (C): -0.28, atom 5 (C): -0.51, atom 6 (S): 0.89, atom 7 (C): -0.93, atom 8 (C): -0.12, atom 9 (I): 0.73, atom 10 (H): 0.11, atom 11 (H): 0.09, atom 12 (H): 0.03, atom 13 (H): 0.10, atom 14 (H): 0.13, atom 15 (H): 0.06, atom 16 (H): 0.06, atom 17 (H): 0.11, atom 18 (H): 0.03, atom 19 (H): 0.01